Record 1
ORCA calculation (wB97M-V/def2-TZVPD) on a structure of composition C23H30N8O3Pb.

Last column: Mulliken charge in e.
Cartesian coordinates (Å):
Pb -0.242 0.076 0.408  2.10
C -1.838 -3.947 -1.320  -1.00
C -1.817 -3.806 -2.695  -0.66
C -1.531 -2.570 -3.251  -0.73
C -1.286 -1.477 -2.395  0.73
N -1.228 -1.658 -1.063  0.14
C -1.495 -2.829 -0.531  0.06
C -1.191 -0.108 -2.878  0.60
C -1.427 0.269 -4.226  -0.79
C -1.447 1.620 -4.538  -1.17
C -1.248 2.558 -3.539  -0.87
C -1.015 2.103 -2.211  0.73
N -0.985 0.810 -1.949  0.34
C -0.953 3.011 -1.060  0.76
C -0.867 4.398 -1.190  -0.72
C -1.025 5.190 -0.061  -0.67
C -1.277 4.590 1.161  -0.76
C -1.272 3.195 1.224  -0.12
N -1.091 2.445 0.151  0.02
H -2.093 -4.886 -0.845  0.50
H -2.034 -4.649 -3.339  0.53
H -1.521 -2.453 -4.325  0.49
H -1.445 -2.917 0.547  0.57
H -1.612 -0.459 -5.002  0.45
H -1.642 1.940 -5.554  0.51
H -1.325 3.611 -3.765  0.42
H -0.688 4.861 -2.150  0.45
H -0.971 6.268 -0.143  0.52
H -1.473 5.177 2.048  0.49
H -1.423 2.671 2.160  0.46
C 2.302 0.329 -2.336  -0.84
O 2.005 -0.502 -1.222  -0.10
C 2.419 -1.848 -1.366  -0.49
C 2.384 -2.537 -0.026  -0.82
O 1.096 -2.416 0.561  0.04
C 0.942 -3.197 1.746  -0.92
H 3.374 0.324 -2.547  0.39
H 1.989 1.337 -2.072  0.15
H 1.781 -0.010 -3.240  0.32
H 3.439 -1.902 -1.758  0.53
H 1.770 -2.368 -2.084  0.25
H 3.145 -2.106 0.635  0.39
H 2.640 -3.593 -0.161  0.42
H 1.093 -4.257 1.528  0.33
H -0.069 -3.039 2.118  0.31
H 1.663 -2.908 2.516  0.32
C 1.984 1.773 3.202  -0.97
C 2.207 2.156 1.770  0.64
N 3.083 3.115 1.534  -0.35
O 1.600 1.606 0.814  -0.44
H 2.262 2.576 3.881  0.47
H 2.606 0.906 3.435  0.34
H 0.945 1.493 3.355  -0.03
H 3.595 3.553 2.284  0.22
H 3.322 3.385 0.591  0.25
N -1.197 -0.516 7.170  -0.33
C -1.807 -0.060 6.093  0.64
N -2.934 0.629 6.189  -0.31
N -1.219 -0.305 4.912  -0.48
C -1.215 -0.105 3.696  0.66
N -1.114 0.039 2.520  -0.88
H -1.566 -0.349 8.095  0.22
H -0.365 -1.078 7.102  0.24
H -3.382 0.767 7.083  0.23
H -3.424 0.970 5.380  0.20

Properties
- charge = +4
- gap between HOMO and LUMO (spin up / spin down) (eV) = 4.5 / 5.6
- relative energy (zero: lowest compared OMol25 entry of this formula, charge and spin) (kJ/mol) = 60.65

***

Record 2
ORCA calculation (wB97M-V/def2-TZVPD) on a cluster of 3 separate species, C14H20F16N3O6P2 in total.

Last column: Mulliken charge in e.
Cartesian coordinates (Å):
C -5.617 -3.467 -1.008  -0.64
O -5.353 -3.478 -2.390  -0.34
C -4.023 -3.730 -2.774  -0.84
N -2.988 -3.211 -1.923  0.55
P -2.233 -4.222 -0.852  0.13
N -1.194 -3.574 0.121  -0.55
C -2.683 -1.785 -1.960  -0.52
C -3.914 -0.872 -2.231  0.53
O -4.195 -0.749 -3.433  -0.72
O -4.432 -0.340 -1.209  -0.82
P -1.388 -1.384 -3.236  -0.19
N 0.067 -1.866 -2.448  -0.58
O -1.338 0.227 -2.919  -0.23
H -5.478 -4.460 -0.567  0.28
H -6.667 -3.212 -0.903  0.23
H -5.042 -2.709 -0.482  0.28
H -3.879 -4.817 -2.859  0.47
H -3.909 -3.307 -3.768  0.33
H -3.272 -4.862 -0.160  0.02
H -1.682 -5.272 -1.623  0.02
H -0.269 -3.951 -0.025  0.21
H -2.272 -1.490 -0.993  0.57
H 0.116 -1.605 -1.468  0.28
H 0.184 -2.865 -2.536  0.29
H -1.601 0.387 -2.005  0.20
C -0.279 2.895 -1.381  -1.05
C 0.098 2.392 0.018  1.14
C -0.692 2.919 1.215  0.04
F -0.548 4.253 1.348  -0.26
F -0.203 2.334 2.337  -0.23
F 1.426 2.574 0.235  -0.27
F -0.127 1.049 0.009  -0.31
O 0.509 3.937 -1.933  -0.42
C 0.245 5.251 -1.710  0.75
C 1.410 5.941 -0.992  0.19
F 1.658 5.354 0.194  -0.21
F 1.081 7.235 -0.766  -0.28
F -0.916 5.448 -1.064  -0.29
F 0.142 5.860 -2.916  -0.32
H -0.090 2.047 -2.038  0.56
H -1.346 3.105 -1.459  0.44
H -1.752 2.670 1.116  0.35
H 2.307 5.896 -1.612  0.24
C 3.224 0.684 2.100  -0.25
C 4.477 1.283 2.752  0.89
C 5.828 0.638 2.437  0.09
F 5.877 -0.638 2.866  -0.23
F 6.801 1.331 3.078  -0.28
F 4.315 1.369 4.090  -0.29
F 4.579 2.557 2.269  -0.33
O 2.442 -0.201 2.877  -0.37
C 2.697 -1.539 2.935  0.75
C 3.033 -1.981 4.362  0.21
F 4.112 -1.319 4.828  -0.23
F 3.318 -3.304 4.356  -0.28
F 3.651 -1.920 2.065  -0.30
F 1.564 -2.187 2.601  -0.29
H 2.567 1.532 1.934  -0.09
H 3.443 0.271 1.115  0.42
H 6.026 0.670 1.362  0.28
H 2.182 -1.793 5.019  0.24

Properties
- charge = -1
- gap between HOMO and LUMO (eV) = 7.1

***

Record 3
ORCA calculation (wB97M-V/def2-TZVPD) on a structure of composition C36H30F2ILaN8O11S2.

Last column: Mulliken charge in e.
Cartesian coordinates (Å):
La 0.061 -0.729 0.493  1.69
N -1.908 3.406 0.976  -0.47
C -1.306 2.283 1.464  0.08
S -2.252 0.900 1.709  -0.50
N -0.060 2.434 1.900  -1.18
N 0.575 1.322 2.235  1.20
C 1.609 1.319 3.038  -0.31
C 2.166 2.508 3.692  0.24
C 2.122 3.754 3.058  -0.35
C 2.593 4.892 3.686  -0.70
C 3.147 4.814 4.954  -0.39
C 3.176 3.592 5.605  -0.80
C 2.687 2.457 4.989  -0.41
C 2.094 -0.022 3.368  0.89
C 3.345 -0.302 3.936  -0.78
C 3.631 -1.587 4.358  -0.77
C 2.668 -2.575 4.220  -0.74
C 1.478 -2.233 3.592  -0.16
N 1.216 -1.017 3.149  -0.13
H -2.793 3.267 0.511  0.30
H -1.306 4.101 0.560  0.29
H 1.694 3.819 2.071  0.46
H 2.526 5.849 3.182  0.38
H 3.532 5.702 5.440  0.37
H 3.577 3.523 6.607  0.37
H 2.678 1.525 5.531  0.55
H 4.081 0.481 4.036  0.65
H 4.584 -1.818 4.817  0.39
H 2.834 -3.582 4.571  0.50
H 0.684 -2.962 3.458  0.24
O -1.444 -3.330 3.180  -0.75
C -1.426 -3.029 1.987  0.28
O -0.384 -2.732 1.327  -0.34
C -2.733 -3.134 1.213  0.13
C -3.659 -4.022 1.670  -0.02
C -4.857 -4.271 0.968  -0.82
C -5.102 -3.587 -0.216  -0.37
C -4.185 -2.675 -0.696  -0.50
C -2.948 -2.358 0.008  0.45
O -2.181 -1.463 -0.395  0.27
N -4.460 -2.075 -1.947  0.93
O -5.632 -2.002 -2.306  -0.67
O -3.538 -1.688 -2.645  -0.54
N -5.764 -5.237 1.423  1.03
O -6.778 -5.462 0.762  -0.69
O -5.518 -5.841 2.464  -0.68
H -3.472 -4.562 2.587  0.64
H -6.002 -3.805 -0.775  0.59
F 1.124 -3.080 -1.391  -0.35
C 0.568 -1.798 -1.644  -0.03
F 1.703 -1.091 -2.151  -0.30
H -0.053 -1.959 -2.548  0.09
C -1.829 -0.746 -6.979  -1.54
C -1.936 0.396 -6.011  0.66
C -1.906 1.714 -6.456  -0.67
C -1.974 2.761 -5.553  -0.48
C -2.079 2.487 -4.204  -0.18
C -2.102 1.186 -3.737  -0.18
C -2.030 0.144 -4.646  -0.70
S -2.142 3.852 -3.042  1.48
O -1.849 5.072 -3.761  -0.78
O -3.376 3.821 -2.307  -0.73
N -0.932 3.609 -1.946  -0.08
C 0.411 3.529 -2.481  -0.57
C 1.368 3.068 -1.386  -1.20
C 1.004 1.692 -0.794  0.63
O 1.893 1.082 -0.177  -0.46
O -0.170 1.264 -0.925  -0.61
H -2.155 -0.449 -7.976  0.40
H -2.435 -1.585 -6.645  0.37
H -0.794 -1.086 -7.041  0.30
H -1.830 1.919 -7.516  0.35
H -1.948 3.792 -5.874  0.48
H -2.170 0.965 -2.684  0.68
H -2.064 -0.867 -4.274  0.37
H -1.109 2.737 -1.437  -0.12
H 0.676 4.525 -2.855  0.42
H 0.457 2.820 -3.323  0.40
H 1.360 3.777 -0.555  0.00
H 2.388 3.003 -1.764  0.54
I 4.198 -5.935 1.205  -0.02
C 4.023 -3.892 0.699  -0.66
C 5.108 -3.229 0.159  -0.25
C 4.947 -1.889 -0.148  -1.08
C 3.735 -1.278 0.138  -0.37
N 2.708 -1.929 0.663  0.61
C 2.835 -3.219 0.921  -0.23
H 6.043 -3.743 -0.023  0.38
H 5.761 -1.332 -0.584  0.47
H 3.561 -0.233 -0.068  0.53
H 1.961 -3.719 1.310  0.57

Properties
- charge = -2
- gap between HOMO and LUMO (eV) = 5.9
- relative energy (zero: lowest compared OMol25 entry of this formula, charge and spin) (kJ/mol) = 61.44

***

Record 4
ORCA calculation (wB97M-V/def2-TZVPD) on a cluster of 6 separate species, C14H36O10S4 in total.

Last column: Mulliken charge in e.
Cartesian coordinates (Å):
C -27.727 0.332 -27.468  -0.83
S -28.721 0.523 -25.928  0.49
O -29.978 -0.403 -25.928  -0.62
C -27.555 -0.123 -24.641  -0.92
H -27.676 -0.708 -27.791  0.30
H -26.758 0.791 -27.272  0.30
H -28.160 1.040 -28.175  0.30
H -26.604 0.408 -24.676  0.32
H -27.212 -1.145 -24.800  0.33
H -27.890 0.095 -23.627  0.33
C -35.174 6.824 -26.924  -0.92
S -33.812 5.926 -25.971  0.46
O -33.860 4.427 -26.371  -0.59
C -32.293 6.857 -26.493  -0.92
H -35.261 7.760 -26.373  0.34
H -36.180 6.455 -26.726  0.34
H -35.084 6.876 -28.009  0.30
H -31.356 6.832 -25.936  0.34
H -32.454 7.902 -26.760  0.33
H -31.961 6.444 -27.446  0.32
C -22.493 4.528 -26.360  -0.91
S -24.062 5.464 -26.127  0.51
O -24.888 4.665 -25.140  -0.60
C -23.387 6.891 -25.224  -0.93
H -22.681 3.554 -26.813  0.30
H -22.043 4.243 -25.409  0.31
H -21.760 5.160 -26.861  0.34
H -22.905 6.571 -24.301  0.32
H -24.061 7.746 -25.166  0.31
H -22.540 7.341 -25.742  0.36
C -24.837 4.928 -17.300  -0.89
S -24.710 3.159 -17.804  0.48
O -26.152 2.680 -18.066  -0.60
C -24.033 3.560 -19.468  -0.91
H -25.438 5.497 -18.010  0.32
H -23.851 5.371 -17.438  0.34
H -25.230 5.059 -16.292  0.30
H -24.828 4.136 -19.944  0.31
H -23.666 2.834 -20.193  0.33
H -23.197 4.254 -19.381  0.32
C -19.885 1.991 -36.706  -0.63
O -20.123 1.726 -35.357  -0.28
C -19.420 2.289 -34.404  0.77
O -18.979 3.450 -34.332  -0.57
O -19.252 1.373 -33.387  -0.30
C -18.443 1.764 -32.262  -0.59
H -18.857 1.878 -37.049  0.30
H -20.141 3.048 -36.775  0.32
H -20.583 1.327 -37.216  0.21
H -17.489 2.006 -32.731  0.28
H -18.286 0.942 -31.563  0.23
H -18.813 2.620 -31.698  0.26
C -18.717 9.458 -30.414  -0.67
O -18.161 10.716 -30.601  -0.29
C -18.186 11.767 -29.806  0.77
O -18.775 11.828 -28.750  -0.56
O -17.264 12.674 -30.262  -0.31
C -16.952 13.850 -29.418  -0.62
H -18.366 8.987 -29.496  0.31
H -18.241 8.838 -31.172  0.27
H -19.799 9.328 -30.388  0.29
H -16.093 13.803 -28.749  0.27
H -17.830 14.148 -28.843  0.31
H -16.731 14.630 -30.147  0.24

Properties
- gap between HOMO and LUMO (eV) = 8.5

***

Record 5
ORCA calculation (wB97M-V/def2-TZVPD) on an isolated molecule of C5H7N.

Last column: Mulliken charge in e.
Cartesian coordinates (Å):
C -1.353 0.688 1.162  -1.15
C -0.266 0.090 0.326  0.47
C 0.476 -1.059 0.653  -0.56
C 1.249 -1.303 -0.571  -0.37
C 0.959 -0.338 -1.479  -0.38
N 0.053 0.543 -0.911  -0.07
H -1.313 1.778 1.239  0.35
H -2.301 0.407 0.690  0.30
H -1.356 0.252 2.167  0.32
H 0.873 -0.168 1.292  0.10
H 1.920 -2.137 -0.760  0.39
H 1.315 -0.159 -2.484  0.39
H -0.255 1.407 -1.323  0.21

Properties
- SMILES = Cc1ccc[nH]1
- gap between HOMO and LUMO (eV) = 8.9
- relative energy (zero: lowest compared OMol25 entry of this formula, charge and spin) (kJ/mol) = 257.69